Computed, not measured: a 4-piece molecular cluster, C20H38FNO10S overall in a non-equilibrium geometry, with ωB97M-V with the def2-TZVPD basis set.

Element x y z (Å)
C (-2.666806, -2.027828, 3.847092)
C (-3.884952, -2.170085, 3.372508)
C (-5.352114, -2.516941, 2.757128)
N (-5.230778, -2.415842, 1.269095)
C (-6.059737, -3.430288, 0.535573)
O (-5.662957, -3.668657, -0.832400)
C (-4.734363, -4.781829, -0.955160)
C (-3.200429, -4.426153, -0.544655)
O (-2.410715, -3.880346, -1.636992)
C (-2.873508, -2.562361, -2.043778)
C (-1.669724, -1.442238, -2.079665)
S (-5.449938, -0.812555, 0.682099)
O (-6.119194, -0.723942, -0.665375)
O (-6.161496, 0.118041, 1.630228)
F (-3.878284, -0.170963, 0.464927)
H (-1.540240, -2.218076, 4.050066)
H (-5.568549, -3.617115, 3.077641)
H (-6.186928, -1.883331, 3.224686)
H (-7.199937, -3.203049, 0.614233)
H (-5.910635, -4.438851, 1.101882)
H (-4.694389, -5.041850, -2.092469)
H (-5.119541, -5.756891, -0.443044)
H (-3.132831, -3.657470, 0.324933)
H (-2.724869, -5.437346, -0.208023)
H (-3.265415, -2.664750, -3.135831)
H (-3.687110, -2.108347, -1.364035)
H (-1.546763, -1.027841, -3.148470)
H (-0.683417, -1.888124, -1.692567)
H (-2.006561, -0.542191, -1.419278)
C (1.728926, 2.239016, -2.619989)
C (2.613393, 1.451505, -3.565290)
O (1.935734, 0.277217, -4.042727)
C (1.114841, 0.255840, -5.110849)
C (0.620648, 1.559544, -5.671318)
O (0.720864, -0.801411, -5.560479)
H (0.828073, 2.601933, -3.120125)
H (2.268787, 3.098271, -2.213985)
H (1.397380, 1.607081, -1.791280)
H (2.985608, 2.055631, -4.396054)
H (3.493431, 1.098256, -3.022459)
H (-0.330528, 1.815362, -5.200801)
H (0.468316, 1.436486, -6.746372)
H (1.323334, 2.382637, -5.556256)
C (1.119094, 0.485528, 8.475651)
C (2.012712, -0.295896, 7.534294)
O (1.345918, -1.474664, 7.052694)
C (0.530609, -1.502262, 5.981802)
C (0.027986, -0.202932, 5.418276)
O (0.149091, -2.564540, 5.533161)
H (0.218208, 0.842801, 7.971606)
H (1.651406, 1.347874, 8.884218)
H (0.788193, -0.148730, 9.302485)
H (2.384442, 0.311263, 6.705202)
H (2.892577, -0.643914, 8.080499)
H (-0.927433, 0.045072, 5.884288)
H (-0.118641, -0.327222, 4.342525)
H (0.722886, 0.625949, 5.536277)
C (6.358750, 3.863378, -1.407037)
C (6.910032, 3.469560, -2.762198)
O (5.846840, 3.225277, -3.698198)
C (5.252093, 4.180173, -4.440179)
C (5.473095, 5.621986, -4.079762)
O (4.487959, 3.874717, -5.334894)
H (5.792451, 4.796155, -1.458528)
H (7.168453, 3.990246, -0.684426)
H (5.672428, 3.096922, -1.036597)
H (7.620150, 4.200452, -3.156695)
H (7.456630, 2.528312, -2.667762)
H (4.685007, 5.946759, -3.397979)
H (5.424408, 6.217042, -4.994981)
H (6.448014, 5.821135, -3.639432)

Forces on the atoms, in the same order (eV/Å):
C -5.83 -1.74 -3.12
C 5.03 0.22 2.10
C 1.96 -0.03 2.04
N -0.63 1.10 -0.25
C -0.98 -2.00 -0.45
O -0.06 -0.38 2.02
C 1.15 -0.56 -1.25
C -0.13 -0.30 0.60
O -1.37 0.34 1.00
C 0.38 1.48 -1.08
C -0.73 0.04 0.16
S -3.59 4.46 -1.92
O 3.00 -1.56 3.62
O 3.06 -3.21 -1.45
F -2.79 -1.85 0.73
H -2.50 0.61 -0.11
H 0.50 1.94 -0.96
H 1.43 -0.64 -0.88
H 2.02 -0.05 -0.58
H -0.10 1.91 -0.63
H -0.16 0.61 2.00
H 0.58 1.86 -0.47
H -0.41 -1.47 -1.21
H -0.58 1.92 -0.74
H 0.39 0.19 2.02
H 1.12 -1.21 -1.10
H 0.01 -0.84 1.68
H -1.54 0.73 -0.65
H 0.80 -1.64 -1.04
C -0.23 0.00 0.03
C -0.12 0.24 -0.01
O 0.25 -0.49 -0.02
C -0.58 -0.63 -0.35
C 0.32 0.36 -0.53
O 0.59 0.83 0.68
H 0.12 0.06 -0.01
H -0.01 -0.05 -0.03
H 0.12 0.04 -0.05
H -0.09 -0.05 0.04
H -0.14 -0.21 -0.17
H 0.07 -0.02 -0.02
H -0.17 -0.13 0.23
H -0.09 0.05 0.19
C -0.23 0.04 0.01
C -0.15 0.19 0.13
O 0.25 -0.48 -0.14
C -0.45 -0.40 -0.17
C 0.33 0.30 -0.52
O 0.48 0.72 0.50
H 0.12 0.06 -0.01
H -0.02 -0.08 -0.03
H 0.14 0.04 -0.07
H -0.13 -0.05 0.00
H -0.16 -0.22 -0.16
H 0.07 -0.01 -0.04
H -0.17 -0.06 0.22
H -0.11 0.03 0.19
C -0.19 0.12 0.07
C -0.04 0.12 0.23
O 0.01 -0.40 -0.37
C -0.74 0.05 -0.56
C 0.51 0.39 -0.33
O 0.80 -0.09 0.99
H 0.13 0.00 0.00
H -0.06 -0.03 -0.06
H 0.15 0.00 -0.05
H -0.14 0.02 -0.01
H -0.22 0.01 -0.23
H 0.07 -0.03 -0.03
H -0.24 -0.14 0.15
H -0.11 -0.04 0.21

Its SMILES is C#CCN(COCCOCC)S(=O)(=O)F.CCOC(C)=O.CCOC(C)=O.CCOC(C)=O.

These are the Mulliken partial charges, in e, on atoms 1 to 6:
1. C -0.2827
2. C -0.0301
3. C -0.6045
4. N 0.2845
5. C -0.7846
6. O -0.2984

=====

Computed, not measured: a 7-piece molecular cluster, C37H50FN3O23S2 overall in a non-equilibrium geometry, with ωB97M-V with the def2-TZVPD basis set.

Element x y z (Å)
C (3.210435, -3.361840, 4.145685)
C (2.857898, -1.820697, 3.866529)
C (3.448739, -1.230825, 2.501671)
F (4.710840, -1.849868, 2.101018)
C (2.389915, -1.208377, 1.281580)
C (1.280718, -0.058686, 1.402757)
C (-0.043141, -0.468028, 2.213179)
C (-1.324468, 0.172624, 1.431812)
C (-2.721798, -0.169193, 2.165095)
C (-4.015620, 0.262937, 1.281195)
C (-5.255704, -0.684834, 1.680114)
C (-6.632887, -0.296107, 0.946419)
S (-8.023981, -1.103878, 1.885213)
C (-9.263754, -1.815635, 0.733044)
N (-10.651305, -1.566996, 1.067233)
N (-11.420647, -2.197556, 0.113385)
C (-10.503559, -2.831120, -0.806668)
O (-9.135188, -2.603694, -0.433506)
O (1.884254, -2.598716, 1.344297)
S (2.339212, -3.627408, 0.108216)
O (1.092463, -3.934087, -0.657840)
O (3.173380, -4.738560, 0.661247)
O (3.186187, -2.476108, -0.768571)
C (2.936537, -1.125183, -0.224881)
C (4.291247, -0.347659, -0.549463)
C (4.973093, -0.612104, -1.901951)
C (6.316994, 0.012387, -2.389016)
C (6.925625, 0.980142, -1.301853)
C (6.084602, 1.156588, -0.024624)
N (4.860335, 0.568007, 0.372973)
H (3.448846, -3.446331, 5.274145)
H (4.129121, -3.752657, 3.593848)
H (2.337292, -4.055305, 3.864634)
H (1.708770, -1.703763, 3.902405)
H (3.282906, -1.192847, 4.726613)
H (3.724169, -0.126942, 2.712023)
H (1.745612, 0.835367, 1.973616)
H (0.937102, 0.376632, 0.397698)
H (-0.076302, -0.075474, 3.295675)
H (-0.253866, -1.587127, 2.268669)
H (-1.195134, 1.282586, 1.201200)
H (-1.355935, -0.392365, 0.418920)
H (-2.850487, -1.288184, 2.394985)
H (-2.740930, 0.409405, 3.155270)
H (-3.807022, 0.246655, 0.151265)
H (-4.328079, 1.343378, 1.545704)
H (-5.455547, -0.572888, 2.816009)
H (-5.032777, -1.783490, 1.442694)
H (-6.733010, 0.854179, 0.964409)
H (-6.645565, -0.591389, -0.168905)
H (-10.907021, -3.432151, -1.684348)
H (2.206869, -0.656434, -0.989217)
H (4.448439, -1.336834, -2.623760)
H (6.813414, -0.212828, -3.384610)
H (7.930564, 1.512083, -1.465583)
H (6.534475, 1.896546, 0.739472)
O (10.897436, -2.957037, 3.344634)
C (9.853155, -2.748038, 2.793268)
O (8.972398, -3.716322, 2.422979)
C (7.777087, -3.060356, 2.015380)
C (8.254207, -1.695894, 1.628767)
O (9.396971, -1.510302, 2.456222)
H (7.309716, -3.586667, 1.187132)
H (7.081534, -3.037031, 2.859829)
H (8.562986, -1.641762, 0.580920)
H (7.506687, -0.923844, 1.817941)
O (-4.925008, 3.269593, 0.799984)
C (-6.012771, 3.701990, 0.531946)
O (-6.538313, 4.841351, 1.059334)
C (-7.726348, 5.127905, 0.330494)
C (-8.122840, 3.792608, -0.209741)
O (-6.878639, 3.114395, -0.337986)
H (-8.488639, 5.555822, 0.983109)
H (-7.491271, 5.845498, -0.458663)
H (-8.760660, 3.233688, 0.482254)
H (-8.625270, 3.867202, -1.172027)
O (7.077801, -3.186075, -0.874263)
C (7.755158, -4.098783, -1.257360)
O (7.746657, -4.581226, -2.529644)
C (8.832809, -5.491546, -2.638484)
C (9.060922, -5.915916, -1.219506)
O (8.630523, -4.785417, -0.474601)
H (8.574227, -6.328971, -3.288153)
H (9.693506, -4.965820, -3.062060)
H (8.450807, -6.778795, -0.937071)
H (10.108557, -6.140657, -1.014478)
O (-8.864010, 5.569913, -2.390725)
C (-7.951100, 5.770533, -3.144900)
O (-7.865319, 6.839498, -3.979579)
C (-6.553339, 6.835757, -4.529000)
C (-6.139242, 5.401943, -4.405958)
O (-6.869869, 4.954474, -3.271459)
H (-6.563825, 7.181204, -5.563338)
H (-5.921162, 7.504971, -3.938365)
H (-6.433348, 4.805020, -5.274106)
H (-5.065762, 5.289881, -4.246797)
O (-6.790206, 8.543169, -7.206520)
C (-6.417277, 9.588049, -6.743109)
O (-6.311286, 10.744437, -7.450218)
C (-6.063826, 11.786856, -6.516125)
C (-5.461735, 11.061639, -5.351144)
O (-6.044837, 9.768892, -5.442219)
H (-5.388516, 12.533044, -6.937118)
H (-7.013127, 12.268418, -6.264576)
H (-4.375100, 10.966026, -5.433219)
H (-5.704835, 11.531214, -4.396887)
O (4.411097, -7.489874, 6.460109)
C (4.450222, -7.589322, 5.267666)
O (4.720649, -8.745282, 4.600650)
C (4.450818, -8.507566, 3.226094)
C (4.587684, -7.020046, 3.106880)
O (4.230924, -6.560509, 4.403376)
H (5.159256, -9.043913, 2.592886)
H (3.438354, -8.854511, 2.999555)
H (5.614591, -6.709487, 2.891732)
H (3.924410, -6.599365, 2.349141)

Forces on the atoms, in the same order (eV/Å):
C -0.02 -0.16 0.50
C 0.15 -0.54 -0.02
C 0.26 2.23 0.02
F -2.28 0.50 0.57
C 0.94 -0.48 -0.55
C -0.47 0.30 1.46
C -1.45 0.71 -0.20
C -0.18 -1.73 -0.24
C -0.17 0.72 -0.45
C -0.44 0.26 0.84
C -0.33 0.10 -0.15
C 1.05 0.81 -1.00
S -0.45 -0.79 -1.51
C -4.07 0.89 0.33
N 4.52 -1.50 -2.39
N 4.99 -2.23 -2.84
C -2.34 2.39 3.56
O -3.19 0.96 1.44
O 0.15 -0.52 -1.49
S -1.68 -0.30 -0.11
O 3.64 0.50 2.04
O -2.12 3.49 -1.81
O -0.90 -1.21 2.19
C 1.51 0.93 -1.69
C 3.35 1.23 -1.26
C 1.14 0.97 0.21
C -2.12 1.32 5.35
C -3.54 -2.45 -0.45
C 0.80 -0.21 -1.37
N 1.46 -1.12 -3.65
H -0.57 -0.14 -1.86
H -1.23 0.83 0.63
H 1.33 1.11 0.54
H 1.89 -0.01 -0.26
H -0.55 -0.85 -1.36
H -0.28 -1.81 -0.55
H -0.47 -1.51 -1.01
H 0.77 -1.05 1.29
H 0.40 -0.54 -1.63
H 0.62 1.41 -0.23
H -0.24 -1.41 0.54
H 0.08 1.06 1.41
H 0.64 1.57 -0.34
H -0.12 -0.93 -1.28
H -0.25 -0.18 1.65
H 0.69 -1.82 -0.57
H 0.49 -0.30 -1.74
H -0.25 1.50 0.49
H -0.15 -1.86 0.09
H 0.03 0.26 1.85
H 1.44 0.92 1.27
H 0.57 -0.81 1.74
H 0.92 1.21 1.32
H -0.91 0.26 1.54
H -1.88 -0.87 0.47
H -0.95 -1.37 -1.25
O -0.77 0.17 -0.44
C 0.80 -0.23 0.46
O 0.61 0.50 0.22
C -0.95 -0.45 0.03
C -0.46 0.56 -0.51
O 0.30 -0.55 0.28
H 0.16 0.04 0.30
H 0.09 0.08 0.00
H -0.05 -0.05 0.07
H 0.18 -0.01 0.06
O -0.83 0.50 -0.24
C 0.62 -0.21 0.13
O 0.43 -0.72 -0.13
C -0.47 0.79 -0.01
C -1.02 -0.45 -0.32
O 0.73 0.27 0.55
H 0.22 -0.02 0.06
H -0.02 -0.10 0.10
H 0.12 0.02 0.06
H 0.25 -0.13 0.16
O 0.51 -0.72 -0.62
C -0.56 0.67 0.15
O -0.08 0.24 0.59
C 0.33 -0.34 -0.73
C 0.47 -0.73 0.30
O -0.40 0.42 -0.40
H -0.13 0.20 0.02
H -0.05 -0.01 0.05
H 0.01 0.08 -0.02
H -0.13 0.16 0.15
O 0.57 0.34 -0.78
C -0.62 0.08 0.16
O -0.20 -0.70 0.59
C 0.56 0.55 -0.57
C 0.65 -0.35 -0.47
O -0.64 0.33 0.33
H -0.21 -0.01 0.25
H -0.07 -0.07 0.01
H -0.03 0.03 0.08
H -0.17 -0.11 0.16
O 0.43 1.10 0.47
C -0.39 -0.85 -0.59
O 0.00 -0.67 0.35
C -0.06 0.87 -0.14
C 0.49 0.37 0.67
O -0.27 -0.15 -0.69
H -0.11 -0.17 -0.13
H 0.05 -0.06 -0.01
H -0.07 -0.01 -0.03
H -0.04 -0.24 -0.04
O 0.02 -0.10 -0.98
C -0.03 0.16 1.17
O -0.04 0.45 0.26
C -0.06 -0.57 -0.56
C 0.04 0.53 -0.79
O 0.03 -0.50 0.38
H -0.02 -0.05 0.22
H 0.05 0.05 0.03
H -0.04 -0.03 0.04
H 0.03 0.12 0.21

For the energy above the lowest of the compared OMol25 structures with the same formula, charge and spin, the calculation gives 8.986 eV. Its SMILES is CC[C@@H](F)[C@]1(CCCCCCCSc2nnco2)OS(=O)(=O)O[C@@H]1c1ccccn1.O=C1OCCO1.O=C1OCCO1.O=C1OCCO1.O=C1OCCO1.O=C1OCCO1.O=C1OCCO1.

These are the Mulliken partial charges, in e, on atoms 1 to 6:
1. C -0.7153
2. C -0.4025
3. C 0.1312
4. F -0.1033
5. C 0.8460
6. C -1.0402

=====

Number 1: HOMO -0.3410 Ha, HOMO-LUMO gap 0.3473 Ha. Number 2: HOMO -0.3168 Ha, HOMO-LUMO gap 0.3137 Ha.